{
  "formula": "C6H13NO",
  "method": "ωB97M-V with the def2-TZVPD basis set",
  "de_lowest_ev": 2.044,
  "multiplicity": 1,
  "smiles": "C=CCC[C@H](N)CO",
  "homo_lumo_gap_ev": 10.08,
  "symbols": ["C", "O", "C", "C", "C", "C", "C", "N", "H", "H", "H", "H", "H", "H", "H", "H", "H", "H", "H", "H", "H"],
  "positions_angstrom": [[0.3404, 0.9913, -1.1375], [-0.6520, 2.0467, -1.1041], [-0.3798, -0.3595, -1.3644], [-0.1172, -1.2922, -0.1695], [-0.5773, -0.7107, 1.1506], [0.3273, 0.9183, 2.7951], [0.4861, -0.1999, 2.1110], [0.0536, -1.0439, -2.5648], [0.8893, 1.0286, -0.1961], [0.9483, 1.2037, -2.0137], [-0.4284, 2.7377, -0.4706], [-1.4308, -0.1561, -1.4610], [0.9345, -1.5898, -0.2112], [-0.5506, -2.2661, -0.4299], [-1.1584, -1.4179, 1.7506], [-1.2873, 0.0669, 0.9805], [1.0218, 1.2513, 3.5485], [-0.5270, 1.5642, 2.6383], [1.3223, -0.8933, 2.1660], [1.0319, -1.2793, -2.5996], [-0.2467, -0.6001, -3.4180]],
  "forces_ev_per_angstrom": [[-1.1385, 0.9236, -0.0768], [-0.2364, -0.1105, 0.1285], [1.4959, -0.1459, 0.4257], [-0.0870, -0.7504, -1.0428], [0.2889, -0.3278, 1.0676], [0.3891, 0.1381, 0.2646], [-0.6854, -0.5098, -1.0911], [-0.5597, -0.4821, -0.2369], [0.3184, -0.2027, -0.2086], [0.5293, -0.1540, 0.1501], [0.2091, -0.2787, -0.1119], [-0.5374, 0.1241, 0.0292], [0.3607, 0.5140, 0.4168], [-0.5563, 0.2781, 0.3144], [0.1238, -0.4086, -0.2491], [-0.5131, 0.8226, -0.3049], [0.2512, 0.0018, 0.0626], [-0.1516, -0.1032, -0.0650], [0.2153, 0.3768, 0.5119], [0.1383, 0.1756, 0.0519], [0.1453, 0.1188, -0.0363]]
}



{
  "formula": "C6H13NO",
  "method": "ωB97M-V with the def2-TZVPD basis set",
  "de_lowest_ev": 2.544,
  "multiplicity": 1,
  "smiles": "C=CN=C.CCCO",
  "homo_lumo_gap_ev": 9.95,
  "symbols": ["C", "O", "C", "C", "H", "H", "H", "H", "H", "H", "H", "C", "C", "C", "N", "H", "H", "H", "H", "H", "H"],
  "positions_angstrom": [[0.7119, 0.8591, 2.0505], [0.7328, 1.3250, 0.7242], [1.0359, -0.6215, 2.1966], [-0.0258, -1.5234, 1.5630], [-0.2855, 1.0108, 2.4993], [1.3905, 1.4714, 2.6438], [1.0875, -0.8492, 3.2663], [2.0054, -0.8315, 1.7388], [0.2864, -2.5674, 1.6347], [-0.1343, -1.2931, 0.5015], [-0.9852, -1.4235, 2.0700], [-0.2670, 0.3158, -2.7091], [0.7264, -0.5642, -2.7678], [-2.0401, 1.2432, -1.5968], [-0.9613, 0.5934, -1.5099], [-0.6456, 0.8218, -3.5979], [0.8527, -1.3208, -2.0058], [1.3898, -0.5233, -3.6196], [-2.5706, 1.5147, -0.6897], [-2.4562, 1.5765, -2.5517], [0.1524, 0.7862, 0.1597]],
  "forces_ev_per_angstrom": [[-0.6320, -0.2825, 0.3493], [0.2318, 0.0412, -0.1011], [-0.1633, -0.0264, -0.0138], [0.4648, -0.0368, -0.0099], [0.0243, 0.0760, -0.0669], [0.2066, 0.0198, -0.1989], [0.1885, 0.0099, -0.0477], [0.0659, 0.0367, 0.1121], [-0.0910, 0.0005, -0.0051], [-0.2049, -0.0257, 0.0166], [-0.0884, 0.0739, -0.0904], [-0.2531, -0.0923, 0.1336], [-0.2640, 0.2742, -0.1954], [-0.0610, 0.2002, 0.0589], [-0.1704, -0.6444, -0.1270], [0.4960, 0.4111, 0.0348], [0.4976, 0.4096, 0.3396], [-0.2294, -0.5798, -0.2423], [-0.0292, -0.0341, 0.0028], [0.0043, 0.0096, -0.0205], [0.0069, 0.1594, 0.0712]]
}



{
  "formula": "C6H13NO",
  "method": "ωB97M-V with the def2-TZVPD basis set",
  "de_lowest_ev": 1.610,
  "multiplicity": 1,
  "smiles": "CO/C=C(\\C)[C@H](C)N",
  "homo_lumo_gap_ev": 9.22,
  "symbols": ["C", "C", "C", "C", "C", "N", "C", "O", "H", "H", "H", "H", "H", "H", "H", "H", "H", "H", "H", "H", "H"],
  "positions_angstrom": [[1.3545, -0.6059, 0.1799], [-3.4427, -0.4868, 0.1332], [0.2054, 1.5884, -0.5855], [2.3315, 0.1546, 1.0749], [0.0847, 0.1849, -0.0681], [2.0451, -0.9810, -1.0516], [-1.1021, -0.3800, 0.1336], [-2.2842, 0.2698, -0.1057], [1.0848, -1.5468, 0.6759], [2.3519, -0.1481, -1.5439], [1.4137, -1.4857, -1.6647], [-1.1889, -1.3943, 0.5085], [-3.4894, -1.3668, -0.5186], [-4.2870, 0.1656, -0.0839], [-3.4987, -0.8145, 1.1774], [0.4934, 2.2672, 0.2169], [0.9581, 1.6547, -1.3705], [-0.7511, 1.9146, -0.9837], [3.2034, -0.4651, 1.2645], [2.6601, 1.0707, 0.5912], [1.8575, 0.4045, 2.0203]],
  "forces_ev_per_angstrom": [[-0.1792, 0.0098, 0.1499], [-0.2550, -0.1966, 0.0510], [-0.1431, -0.1750, 0.0907], [-0.2086, -0.3332, -0.0920], [-0.0960, -0.0622, -0.0162], [0.1577, -0.0505, -0.1537], [0.0231, 0.0490, 0.0204], [0.4849, 0.1651, -0.0353], [-0.0144, 0.1305, 0.0144], [-0.0016, -0.0907, -0.0510], [0.0446, 0.1033, -0.0067], [-0.0603, -0.0802, 0.0361], [-0.0053, 0.0524, 0.0279], [0.0030, -0.0894, 0.0286], [-0.0077, 0.0254, -0.0466], [0.0446, 0.1148, 0.0104], [0.0460, 0.0601, -0.0611], [0.0145, 0.1270, -0.0642], [0.1074, -0.0189, 0.0292], [0.0580, 0.1595, -0.0384], [-0.0123, 0.0999, 0.1066]]
}



| no. | E_tot (eV) | HOMO energy (eV) |
| --- | --- | --- |
| 1 | -9969.13057 | -9.08 |
| 2 | -9968.63073 | -9.50 |
| 3 | -9969.56463 | -8.27 |